Computed, not measured: an isolated molecule of C18H25F3N4O4, with ωB97M-V/def2-TZVPD.

Last column: natural (NBO) charge in e.
Cartesian coordinates (Å):
C: 1.74378 5.13534 -0.26312  -0.603
C: 0.57577 4.37034 0.34289  -0.384
C: 1.01294 3.00709 0.88662  -0.436
C: -0.12074 2.26450 1.50148  0.171
N: -0.43799 2.39702 2.84742  -0.464
C: -1.47524 1.65278 3.01495  0.354
O: -1.90357 1.02321 1.91270  -0.402
C: -1.02450 1.42566 0.93629  0.088
C: -1.16319 0.89304 -0.42615  0.641
O: -0.42586 1.28425 -1.32511  -0.650
N: -2.12722 -0.04454 -0.58324  -0.602
C: -2.37007 -0.71862 -1.83132  0.073
C: -1.56416 -1.97118 -2.05733  -0.206
N: -0.12584 -1.68670 -2.31111  -0.704
C: 0.71390 -2.41016 -1.42708  0.730
O: 1.27549 -3.42437 -1.74538  -0.534
C: 0.97355 -1.82191 -0.02901  -0.177
N: 0.74952 -2.85471 0.96932  -0.575
C: -0.41373 -2.95287 1.62490  0.585
O: -1.36355 -2.20213 1.52481  -0.615
C: -0.50975 -4.13686 2.61263  0.907
F: 0.59653 -4.90409 2.60460  -0.326
F: -0.68214 -3.68307 3.85537  -0.305
F: -1.54691 -4.91307 2.29917  -0.304
C: 2.40427 -1.27419 0.06061  -0.197
C: 2.62431 -0.58593 1.40350  -0.613
C: 2.68527 -0.31962 -1.09773  -0.629
C: -3.78868 -0.68919 -2.32928  -0.409
C: -2.73156 0.13829 -3.00412  -0.402
H: 1.42588 6.10320 -0.65124  0.212
H: 2.52393 5.31289 0.47995  0.201
H: 2.18911 4.57434 -1.08714  0.204
H: 0.12248 4.94934 1.15144  0.202
H: -0.19901 4.20989 -0.41064  0.207
H: 1.43302 2.41852 0.07057  0.231
H: 1.78287 3.14228 1.64970  0.221
H: -2.02773 1.47657 3.92304  0.200
H: -2.50452 -0.46273 0.25580  0.432
H: -1.68401 -2.61967 -1.18176  0.197
H: -1.97397 -2.51139 -2.91272  0.204
H: 0.01139 -0.68813 -2.15152  0.403
H: 0.26385 -1.02554 0.18550  0.232
H: 1.42176 -3.60269 1.04318  0.429
H: 3.07823 -2.13405 -0.02797  0.206
H: 1.95522 0.27266 1.50486  0.208
H: 2.44004 -1.25632 2.24358  0.213
H: 3.64955 -0.22265 1.48192  0.218
H: 1.96734 0.50400 -1.10704  0.223
H: 3.68507 0.10399 -0.99986  0.220
H: 2.63573 -0.82466 -2.06428  0.220
H: -4.15920 -1.56978 -2.83517  0.220
H: -4.50969 -0.17435 -1.71039  0.225
H: -2.74146 1.20631 -2.84660  0.234
H: -2.36657 -0.18034 -3.97054  0.227

Atomic forces in eV per Å
C 0.00 0.00 0.00
C 0.00 0.00 0.00
C -0.01 0.00 0.00
C 0.00 0.00 -0.02
N -0.02 0.00 0.01
C 0.02 -0.01 0.00
O -0.01 0.01 0.00
C 0.03 -0.01 0.01
C -0.01 0.02 -0.02
O 0.00 -0.01 0.01
N 0.00 0.00 -0.02
C 0.01 -0.01 0.02
C 0.01 -0.24 -0.22
N -0.18 0.24 0.36
C 0.50 0.22 -0.27
O -0.35 -0.22 0.13
C 0.02 0.01 0.00
N 0.00 0.00 0.02
C 0.00 0.03 0.00
O 0.00 -0.02 0.00
C 0.00 0.00 0.00
F 0.00 0.00 0.00
F 0.00 0.00 0.00
F 0.00 0.00 0.00
C -0.01 0.00 0.01
C 0.00 0.00 0.00
C 0.00 0.00 0.00
C 0.01 0.00 0.00
C 0.00 -0.01 0.00
H 0.00 0.00 0.00
H 0.00 0.00 0.00
H 0.00 0.00 0.00
H 0.00 0.00 0.00
H 0.00 0.00 0.00
H 0.00 0.00 0.00
H 0.00 0.00 0.00
H 0.00 0.00 0.00
H 0.00 0.00 0.00
H 0.00 0.00 -0.01
H -0.01 0.00 0.00
H 0.00 0.00 -0.01
H 0.00 -0.01 0.00
H 0.00 -0.01 -0.01
H 0.00 0.00 0.00
H 0.00 0.00 0.00
H 0.00 0.00 0.00
H 0.00 0.00 0.00
H 0.00 0.00 0.00
H 0.00 0.00 0.00
H 0.00 0.00 0.00
H 0.00 0.00 0.00
H 0.00 0.00 0.00
H 0.00 0.00 0.00
H 0.00 0.00 0.00

Results
HOMO level: -9.49 eV
spin multiplicity: 1
SMILES: CCCc1ncoc1C(=O)NC1(CNC(=O)[C@@H](NC(=O)C(F)(F)F)C(C)C)CC1
frontier orbital gap: 10.08 eV
total charge: 0

---

Computed, not measured: an isolated molecule of C18H25IN4O2 at a distorted geometry, with ωB97M-V/def2-TZVPD.

Last column: natural (NBO) charge in e.
Cartesian coordinates (Å):
C: 2.34014 -1.62870 2.66503  -0.179
C: 1.64542 -1.75224 1.67568  -0.087
C: 0.79127 -1.89145 0.38193  0.480
O: 1.28163 -3.08372 -0.30595  -0.492
C: 0.94032 -3.09221 -1.62417  0.543
N: 0.59503 -3.07655 -2.72739  -0.376
O: 0.62205 -0.75373 -0.40771  -0.574
C: 1.76293 0.05668 -0.67588  0.292
I: 1.19048 1.21090 -2.49333  0.081
C: 3.13473 -0.65353 -1.03374  -0.513
C: 3.40461 -0.98221 -2.56523  -0.643
C: 2.02399 1.23042 0.39842  -0.481
C: 0.68566 1.82666 1.01157  -0.430
C: 0.83222 3.41872 1.05802  -0.400
C: -0.51110 4.14466 0.58655  -0.404
C: -1.69569 3.81039 1.58607  -0.223
N: -2.97393 4.01715 0.81750  -0.838
C: -0.69061 -2.28991 0.91191  -0.067
N: -0.68015 -3.67597 1.47843  -0.828
C: -1.81773 -2.06050 -0.15297  -0.101
C: -2.42321 -0.72149 -0.48200  -0.149
C: -3.49684 -0.69494 -1.53291  -0.268
C: -3.89447 -2.00845 -2.11723  0.040
N: -3.38125 -3.25474 -1.82286  -0.416
C: -2.37217 -3.24042 -0.88009  0.036
H: 2.93467 -1.72145 3.60435  0.264
H: 3.35575 -1.60027 -0.45419  0.241
H: 3.95733 0.07538 -0.72707  0.230
H: 3.85982 -0.10333 -3.12479  0.222
H: 4.22644 -1.77734 -2.57738  0.213
H: 2.53852 -1.43385 -3.12049  0.245
H: 2.65928 0.75853 1.21791  0.222
H: 2.68808 1.99211 -0.10442  0.233
H: 0.63757 1.49010 2.09959  0.215
H: -0.24946 1.47091 0.49106  0.215
H: 1.15555 3.72471 2.10601  0.202
H: 1.64941 3.80994 0.36825  0.206
H: -0.75409 3.70312 -0.43752  0.201
H: -0.34993 5.25699 0.50167  0.219
H: -1.64785 4.49829 2.48135  0.193
H: -1.68148 2.74256 1.96860  0.163
H: -2.94689 3.36891 0.01832  0.349
H: -3.75421 3.77358 1.43458  0.354
H: -0.91271 -1.59811 1.79465  0.201
H: -1.65457 -3.96429 1.63565  0.373
H: -0.30020 -3.54619 2.43161  0.366
H: -2.06111 0.21306 0.02072  0.222
H: -4.00133 0.23986 -1.88976  0.234
H: -4.73003 -1.97925 -2.88355  0.200
H: -1.93189 -4.24875 -0.60484  0.213

Atomic forces in eV per Å
C -0.30 -0.83 0.08
C 0.40 0.20 -0.89
C -1.60 -0.42 2.38
O -0.05 0.79 -2.91
C 0.05 0.14 2.03
N 0.42 -0.16 0.63
O 1.21 -0.82 0.67
C 1.66 1.58 -0.24
I -0.44 -0.16 0.49
C 0.73 0.13 -0.57
C 1.23 -0.77 0.07
C -0.24 -1.59 0.20
C 1.37 0.76 0.71
C -0.46 0.55 -0.36
C 0.46 -1.13 0.88
C -0.11 0.18 -0.81
N 0.65 -0.21 0.77
C -0.93 1.03 0.57
N -0.12 1.03 0.37
C -2.13 0.18 -2.04
C -0.82 -2.56 -1.57
C 1.78 -2.82 1.36
C 0.38 1.29 0.60
N 1.09 2.93 1.48
C 0.37 1.19 0.74
H -0.89 0.41 -1.46
H -0.72 1.12 -0.34
H -1.16 -0.86 -0.25
H -0.94 -1.02 0.73
H -1.02 0.93 0.02
H 0.79 0.69 0.64
H -0.82 0.59 -0.89
H -0.98 -0.79 0.50
H -0.19 0.16 -1.46
H 1.13 0.50 0.31
H -0.60 -0.23 -1.23
H -0.90 -0.81 0.77
H 0.23 0.72 1.20
H -0.34 -1.18 0.04
H -0.18 -0.68 -1.00
H 0.52 1.09 -0.35
H -0.28 0.36 0.59
H 0.19 0.00 -0.55
H 0.40 -0.29 -1.42
H 0.47 0.21 -0.22
H -0.10 -0.45 -0.71
H -0.43 -1.06 -0.57
H 0.67 -1.06 0.55
H 1.18 -0.19 0.99
H -0.62 1.33 -0.55

Results
HOMO level: -9.21 eV
spin multiplicity: 1
SMILES: C#C[C@](OC#N)(O[C@](I)(CC)CCCCCN)[C@H](N)c1cccnc1
frontier orbital gap: 9.50 eV
total charge: 0